Below is a cluster of 14 separate species, C28H84N10O14 in total at a distorted geometry, with properties calculated with wB97M-V/def2-TZVPD.

For the HOMO energy, the calculation gives -8.71 eV. The value obtained for the total energy is -2718.31831 Eh. The energy above the lowest of the compared OMol25 structures with the same formula, charge and spin comes out at 117.5 kJ/mol. As for the gap between HOMO and LUMO: 8.63 eV. The multiplicity is 1.

The geometry in XYZ format:
```
136
Properties=species:S:1:pos:R:3:forces:R:3:lowdin_charge:R:1
C -2.485169 0.916326 4.428875 -1.35 0.46 0.72 -0.07
C -3.534125 0.094651 3.696787 0.26 -0.39 -1.28 -0.25
O -3.292138 0.215150 2.282575 0.60 0.00 0.09 -0.13
H -2.842601 1.136712 5.438654 0.19 -0.19 0.15 0.08
H -2.433078 1.894827 3.950225 0.37 -0.12 -0.11 0.05
H -1.519902 0.421991 4.496029 0.00 0.00 -0.22 0.06
H -4.580997 0.397791 3.728715 0.17 0.32 0.89 0.12
H -3.480517 -0.967714 3.952588 -0.02 0.04 0.25 0.11
H -2.339846 0.056871 2.165409 -0.18 -0.12 -0.12 0.04
C 1.358475 -4.070412 2.766653 -0.07 0.60 -0.52 -0.06
C 0.425599 -3.226390 3.659738 0.38 -0.71 0.18 -0.27
O -0.805665 -3.039442 2.985043 -0.29 0.35 0.38 -0.11
H 1.272831 -3.640921 1.765827 0.09 0.05 -0.06 0.05
H 1.045041 -5.103705 2.618132 -0.27 0.00 0.46 0.08
H 2.424129 -4.047363 2.994290 -0.10 0.08 0.48 0.06
H 0.866514 -2.284146 4.003342 0.20 0.29 -0.68 0.09
H 0.227073 -3.685745 4.631427 -0.21 -0.49 -0.20 0.11
H -0.855535 -2.146928 2.580992 0.35 -0.25 0.24 0.05
C 1.014463 2.426472 4.269210 -0.22 1.12 1.40 -0.07
C 2.171790 1.698294 3.615362 -1.05 0.64 0.49 -0.27
O 1.831768 0.338886 3.359661 0.50 -0.27 -0.20 -0.10
H 0.320963 2.925192 3.592955 0.04 -0.30 -0.21 0.06
H 1.396655 3.206185 4.937886 0.28 0.34 -0.44 0.08
H 0.426852 1.898872 5.025311 0.04 -0.78 -0.45 0.08
H 3.058319 1.775068 4.246556 0.13 -0.17 -0.18 0.12
H 2.322949 2.238549 2.682388 0.39 -0.48 -0.17 0.09
H 1.789892 -0.091938 4.221901 -0.08 -0.10 -0.03 0.10
C 5.438021 -2.997832 1.164854 -0.74 1.44 -0.24 -0.06
C 4.171478 -2.199623 1.494026 0.23 -0.36 -0.37 -0.33
O 4.110592 -1.986428 2.895817 0.02 -0.15 0.24 -0.08
H 5.310869 -3.260186 0.113741 0.37 -0.45 0.05 0.07
H 5.545757 -3.846969 1.834382 0.07 -0.08 -0.16 0.08
H 6.267565 -2.294420 1.242416 0.35 -0.41 0.14 0.07
H 3.333777 -2.766162 1.075363 -0.36 0.02 0.50 0.09
H 4.160148 -1.244499 0.960434 0.19 0.06 -0.04 0.09
H 3.536640 -1.245383 3.107594 -0.18 0.04 -0.30 0.04
C 3.870351 -2.773476 -3.279138 1.07 1.01 -1.65 -0.70
O 4.802563 -2.213552 -3.864341 -0.13 -0.08 0.49 -0.02
N 2.854903 -2.103703 -2.695719 -0.85 -0.14 0.76 0.18
N 3.717023 -4.111640 -3.291924 -0.70 -1.20 0.63 0.17
H 2.894756 -1.106724 -2.594877 0.37 -0.06 0.06 0.06
H 2.225262 -2.622861 -2.091072 -0.02 0.19 -0.12 0.06
H 2.857237 -4.473096 -2.917140 0.06 -0.13 0.01 0.06
H 4.306517 -4.751476 -3.787498 0.28 0.45 -0.13 0.10
C -1.069252 -2.790364 -4.038340 -0.44 0.52 1.02 -0.69
O -1.753361 -3.790323 -4.242848 0.23 -0.02 -0.13 -0.01
N -1.291532 -1.921911 -3.001348 -0.25 -0.67 -0.10 0.18
N 0.007580 -2.441167 -4.765072 0.55 -0.42 -0.99 0.17
H -0.769988 -1.057550 -2.984098 -0.38 0.12 0.12 0.03
H -2.177490 -2.037735 -2.540705 0.12 0.20 0.16 0.09
H 0.145581 -2.949212 -5.621384 0.22 0.08 0.10 0.11
H 0.551428 -1.622513 -4.551204 -0.04 -0.01 -0.04 0.07
C 4.383705 1.242398 -0.584563 0.12 0.08 -0.42 -0.65
O 3.605550 0.716390 -1.373343 -0.23 -0.05 0.73 0.00
N 4.031455 1.815967 0.600796 -0.70 -0.24 -0.48 0.18
N 5.693667 1.361437 -0.865591 0.85 -0.01 -0.11 0.18
H 4.735256 2.080511 1.262946 -0.23 -0.04 0.24 0.10
H 3.065632 1.690592 0.850245 0.14 0.10 0.28 0.07
H 6.086466 0.775803 -1.583993 -0.06 0.08 -0.02 0.12
H 6.302776 1.794762 -0.195622 0.21 -0.15 -0.14 0.10
C 1.114346 -5.408743 -1.483524 -1.80 -1.60 1.01 -0.66
O 1.395664 -4.259143 -1.175908 0.40 0.09 -0.51 0.01
N 1.448450 -6.499800 -0.726164 1.25 0.84 0.67 0.16
N 0.246257 -5.813155 -2.448576 0.53 1.80 -0.69 0.18
H 1.243497 -7.425576 -1.036571 0.11 -0.22 0.16 0.09
H 2.099786 -6.327523 0.023143 -0.06 -0.35 -0.09 0.10
H -0.228719 -5.081993 -2.964449 -0.24 -0.44 -0.28 0.08
H 0.065719 -6.785155 -2.574566 -0.36 -0.03 -0.27 0.10
C 0.956192 1.238221 -4.021535 0.35 -0.90 0.78 -0.67
O 0.194613 0.424140 -3.485328 0.20 0.50 0.05 -0.02
N 0.558861 1.998275 -5.055855 -0.74 0.25 -0.43 0.17
N 2.233333 1.424658 -3.645021 0.45 0.25 -0.20 0.19
H 1.194092 2.592060 -5.554497 -0.27 0.12 -0.12 0.11
H -0.411430 1.893822 -5.298575 0.18 0.12 -0.40 0.12
H 2.676948 0.985335 -2.845061 -0.29 0.05 -0.06 0.04
H 2.821256 1.988503 -4.233160 0.11 0.01 0.15 0.11
C -0.304380 5.321450 1.344297 -1.43 -0.76 -0.87 -0.04
C -1.779666 5.536750 1.751592 0.76 -0.23 0.07 -0.46
C -2.149393 4.684077 2.981878 -0.88 1.13 -0.02 -0.05
O -1.973015 6.934287 1.986880 -0.10 -0.03 0.60 -0.05
H -0.174525 4.243549 1.204322 0.39 -0.09 0.49 0.06
H 0.376344 5.769217 2.062836 0.05 -0.06 -0.06 0.09
H -0.177139 5.679272 0.322381 0.34 0.58 0.24 0.04
H -2.464422 5.290839 0.936930 0.20 -0.51 -0.10 0.13
H -2.391097 3.644212 2.763876 0.47 -0.02 -0.31 0.05
H -3.087331 5.094337 3.365761 -0.01 0.02 0.11 0.08
H -1.432085 4.771862 3.798114 0.21 -0.11 -0.14 0.08
H -2.375671 7.314162 1.203738 0.01 0.06 0.02 0.09
C -3.793828 2.061512 -0.738866 0.32 0.57 0.11 -0.06
C -5.114359 1.578087 -0.170983 -0.23 0.14 -0.50 -0.50
C -6.260045 1.803588 -1.150231 -0.31 -0.69 -0.04 -0.06
O -4.982541 0.204694 0.153949 -0.32 0.03 -0.05 -0.07
H -3.033357 2.038023 0.041992 0.10 -0.01 -0.04 0.05
H -3.833509 3.077934 -1.140418 -0.15 0.11 0.18 0.07
H -3.456638 1.436912 -1.568132 -0.16 -0.26 0.09 0.09
H -5.415157 2.095787 0.746906 0.41 0.37 0.03 0.13
H -6.414851 2.844699 -1.433490 0.21 0.11 0.29 0.07
H -7.175744 1.431754 -0.687230 -0.08 0.05 -0.10 0.08
H -6.127978 1.251703 -2.083493 0.18 -0.13 0.06 0.08
H -4.430144 0.183987 0.959635 -0.06 -0.29 -0.23 0.03
C -2.888542 -4.614726 -1.124038 -0.54 0.14 0.06 -0.05
C -2.332085 -3.830175 0.069125 0.30 -0.03 0.25 -0.47
C -3.397405 -2.884281 0.673846 0.11 -0.48 0.10 -0.03
O -1.806201 -4.690126 1.070786 -0.42 -0.64 0.14 -0.08
H -2.208269 -5.313967 -1.605479 0.29 0.14 0.29 0.05
H -3.233195 -3.938432 -1.908541 0.24 0.19 0.00 0.06
H -3.797553 -5.170947 -0.881107 0.10 -0.08 0.46 0.08
H -1.420028 -3.308096 -0.245407 -0.42 0.69 -0.56 0.11
H -3.217006 -2.633066 1.722173 0.68 0.23 -0.13 0.06
H -4.352308 -3.403603 0.787899 -0.11 -0.03 -0.59 0.08
H -3.513470 -1.968274 0.095703 -0.23 -0.02 -0.02 0.06
H -1.409449 -4.101733 1.744463 -0.15 -0.44 -0.10 0.03
C 0.660029 6.151201 -2.400739 0.47 -0.24 0.69 -0.07
C 0.099987 4.914828 -3.078966 0.35 1.06 0.04 -0.49
C -0.753505 4.099067 -2.112944 0.44 0.12 -0.08 -0.05
O -0.654501 5.424741 -4.196121 0.03 -1.01 0.37 -0.05
H -0.161976 6.802123 -2.101967 0.07 0.11 -0.01 0.09
H 1.405348 6.712323 -2.964042 -0.34 -0.04 -0.48 0.08
H 1.215527 5.843779 -1.510427 -0.20 -0.01 0.18 0.07
H 0.948306 4.323065 -3.434814 -0.12 -0.23 -0.14 0.11
H -0.122751 3.576687 -1.391346 0.15 -0.01 -0.11 0.07
H -1.324472 3.336475 -2.644891 -0.22 0.07 0.09 0.08
H -1.379774 4.768189 -1.521424 -0.38 -0.11 -0.24 0.07
H -1.111399 4.638780 -4.518892 -0.20 0.28 -0.37 0.07
C -0.372986 1.285987 0.512656 0.54 -0.49 0.10 -0.02
C -0.374352 -0.236313 0.723623 -0.75 -0.02 -1.47 -0.43
C 0.734450 -1.068184 0.086414 0.46 0.57 0.69 -0.01
O -0.534302 -0.511598 2.109359 -0.02 -0.02 0.24 -0.09
H 0.618166 1.678132 0.762738 0.00 0.21 0.05 0.07
H -1.119922 1.727314 1.172972 0.06 0.08 0.06 0.06
H -0.614459 1.590455 -0.504899 0.11 -0.26 -0.08 0.07
H -1.282924 -0.611476 0.240404 -0.25 0.02 0.30 0.13
H 0.634060 -2.105844 0.402483 -0.18 -0.07 -0.26 0.06
H 1.718810 -0.742483 0.438041 0.08 0.12 -0.07 0.07
H 0.722639 -0.994625 -0.999947 -0.12 -0.01 0.01 0.07
H 0.252505 -0.188004 2.577378 0.13 0.10 0.03 0.06
```
Forces are in eV/Å.